1.
Formula: C17H22ClN3O4
Source: the OMol25 dataset
Level of theory: the ωB97M-V functional and the def2-TZVPD basis

Summary:
Structure (SMILES) = O=C(O)CNCCOc1ccc(Cl)c2c1C1(CCCCC1)NC(=O)N2
HOMO energy = -8.50 eV
Energy above the lowest of the compared OMol25 structures with the same formula, charge and spin = 183.87 kJ/mol
Gap between HOMO and LUMO = 8.79 eV
Strongest force on any atom = 0.078 hartree/bohr
LUMO energy = 0.3 eV

Element x y z (Å)
O -2.771 -4.353 0.600
C -1.585 -4.532 0.573
O -0.981 -5.109 1.665
C -0.959 -4.468 -0.837
N 0.373 -3.990 -0.986
C 0.550 -2.487 -0.924
C 1.312 -2.013 0.407
O 1.226 -0.603 0.656
C 1.730 0.207 -0.352
C 2.707 -0.166 -1.203
C 3.179 0.603 -2.286
C 2.669 1.856 -2.422
Cl 3.359 3.078 -3.529
C 1.602 2.222 -1.559
C 1.168 1.424 -0.548
C -0.100 1.806 0.361
C -1.332 0.870 0.311
C -2.578 1.336 0.927
C -2.305 1.600 2.486
C -1.000 2.417 2.686
C 0.266 1.938 1.877
N -0.511 3.064 -0.050
C -0.288 3.534 -1.292
O -1.059 4.305 -1.805
N 0.893 3.361 -1.937
H -0.069 -5.427 1.416
H -1.694 -3.914 -1.516
H -1.045 -5.493 -1.158
H 0.895 -4.439 -1.786
H 1.118 -2.254 -1.812
H -0.483 -1.973 -0.878
H 0.772 -2.450 1.238
H 2.431 -2.295 0.577
H 3.229 -1.155 -1.121
H 4.054 0.202 -2.890
H -1.635 0.666 -0.673
H -1.152 -0.081 0.790
H -2.856 2.247 0.385
H -3.365 0.614 0.908
H -3.144 2.122 2.875
H -2.009 0.659 2.937
H -0.762 2.587 3.804
H -1.262 3.508 2.426
H 0.988 2.724 1.920
H 0.738 0.983 2.267
H -1.413 3.458 0.274
H 1.095 3.811 -2.799

***

2.
Formula: C7H7NO3
Source: the OMol25 dataset
Level of theory: the ωB97M-V functional and the def2-TZVPD basis

Summary:
Structure (SMILES) = C=C/C(c1ccco1)=[N+](/[O-])O
HOMO energy (spin up / spin down) = -8.10 / -8.10 eV
Energy above the lowest of the compared OMol25 structures with the same formula, charge and spin = 742.67 kJ/mol
Gap between HOMO and LUMO (spin up / spin down) = 8.43 / 8.43 eV
Strongest force on any atom = 0.117 hartree/bohr
LUMO energy (spin up / spin down) = 0.3 / 0.3 eV

Element x y z (Å)
C 1.984 -2.010 -1.922
C 0.804 -1.309 -1.496
C 0.388 0.110 -0.379
C -0.857 0.317 0.353
C -1.220 1.423 1.124
C -2.466 1.070 1.655
C -2.765 -0.137 1.181
O -1.815 -0.618 0.443
N 1.453 0.719 0.038
O 1.470 1.515 0.964
O 2.728 0.511 -0.565
H 1.959 -2.902 -2.530
H 2.902 -1.543 -1.569
H -0.152 -1.677 -1.745
H -0.756 2.391 1.206
H -3.124 1.622 2.273
H -3.651 -0.805 1.460
H 3.117 1.322 -0.491

***

3.
Formula: C24H26AuClF2N4O2
Source: the OMol25 dataset
Level of theory: the ωB97M-V functional and the def2-TZVPD basis

Summary:
Spin multiplicity = 3
HOMO energy (spin up / spin down) = -12.79 / -12.79 eV
⟨S²⟩ = 2.0120
Energy above the lowest of the compared OMol25 structures with the same formula, charge and spin = 43.95 kJ/mol
Gap between HOMO and LUMO (spin up / spin down) = 6.87 / 5.66 eV
Strongest force on any atom = 0.009 hartree/bohr
LUMO energy (spin up / spin down) = -5.9 / -7.1 eV
Net charge = +2

Element x y z (Å)
Au -0.222 -0.140 0.232
N 4.192 -0.712 4.208
C 3.108 -0.299 3.221
C 2.183 0.699 3.907
C 1.127 1.244 2.934
N 0.098 0.227 2.587
C 1.816 1.812 1.694
C 2.742 0.823 0.987
N 1.994 -0.269 0.296
C 3.776 0.274 1.978
H 3.798 -1.133 5.049
H 4.742 0.095 4.501
H 4.838 -1.386 3.797
H 2.591 -1.234 2.992
H 2.782 1.546 4.260
H 1.699 0.252 4.780
H 0.610 2.060 3.438
H -0.781 0.412 3.060
H 0.366 -0.713 2.859
H 2.407 2.682 1.997
H 1.071 2.191 0.990
H 3.288 1.366 0.215
H 2.356 -1.190 0.522
H 2.059 -0.130 -0.755
H 4.433 1.099 2.275
H 4.404 -0.476 1.487
F -2.312 -5.061 1.343
C -2.557 -3.782 1.094
C -1.479 -2.935 0.861
C -1.778 -1.619 0.612
C -3.071 -1.098 0.560
C -4.095 -2.016 0.806
F -5.363 -1.609 0.783
C -3.865 -3.350 1.076
C -3.235 0.324 0.214
C -4.439 1.000 0.030
C -4.419 2.333 -0.342
C -3.207 2.982 -0.535
C -2.049 2.263 -0.333
N -2.074 0.983 0.044
H -0.475 -3.343 0.857
H -4.687 -4.030 1.256
H -5.371 0.479 0.166
H -5.351 2.863 -0.492
H -3.156 4.017 -0.841
H -1.072 2.706 -0.492
Cl -0.439 -0.018 -8.534
C -0.137 -0.018 -6.836
C -1.173 -0.320 -5.963
C -0.929 -0.317 -4.603
C 0.342 -0.016 -4.117
C 1.370 0.282 -5.010
C 1.137 0.285 -6.372
C 0.632 -0.005 -2.659
O 1.772 0.253 -2.226
O -0.396 -0.253 -1.892
H -2.153 -0.555 -6.355
H -1.727 -0.553 -3.913
H 2.355 0.512 -4.625
H 1.926 0.516 -7.074

***

4.
Formula: C5H11N3
Source: the OMol25 dataset
Level of theory: the ωB97M-V functional and the def2-TZVPD basis

Summary:
HOMO energy = -6.50 eV
Energy above the lowest of the compared OMol25 structures with the same formula, charge and spin = 526.11 kJ/mol
Gap between HOMO and LUMO = 7.38 eV
Strongest force on any atom = 0.109 hartree/bohr
LUMO energy = 0.9 eV

Element x y z (Å)
C 0.322 -0.768 0.037
C 0.513 0.621 -0.033
C -2.455 1.025 -0.007
C -1.634 -0.062 -0.627
N 0.814 -1.612 -0.911
C 2.387 0.492 0.902
N -2.126 -0.824 -1.492
N 2.255 0.513 2.157
H 0.154 -1.207 1.015
H 0.769 -2.605 -0.751
H 1.069 -1.242 -1.814
H -1.498 -1.565 -1.817
H 3.132 0.579 2.690
H 0.736 1.075 -0.989
H 0.158 1.228 0.784
H 3.370 0.432 0.390
H -2.394 0.965 1.082
H -2.069 2.003 -0.303
H -3.501 0.953 -0.313

***

5.
Formula: C42H33F6MoN6O8P2S4Se2
Source: the OMol25 dataset
Level of theory: the ωB97M-V functional and the def2-TZVPD basis

Summary:
Spin multiplicity = 3
HOMO energy (spin up / spin down) = -5.22 / -6.05 eV
⟨S²⟩ = 2.0263
Energy above the lowest of the compared OMol25 structures with the same formula, charge and spin = 290.51 kJ/mol
Gap between HOMO and LUMO (spin up / spin down) = 6.05 / 6.93 eV
Strongest force on any atom = 0.170 hartree/bohr
LUMO energy (spin up / spin down) = 0.8 / 0.9 eV
Net charge = -1

Element x y z (Å)
Mo 0.035 -1.894 -1.037
C -6.553 3.709 -2.379
C -5.537 2.624 -2.227
C -5.698 1.605 -1.284
C -4.570 0.870 -0.869
C -3.401 1.013 -1.615
C -3.311 1.801 -2.763
C -4.368 2.663 -3.024
S -1.871 0.400 -0.926
O -1.896 0.382 0.522
O -0.843 1.280 -1.443
N -1.743 -1.225 -1.388
C -2.897 -2.013 -1.827
C -2.609 -3.457 -1.466
O -3.354 -4.320 -1.901
O -1.547 -3.571 -0.678
H -6.495 4.471 -1.590
H -7.587 3.329 -2.269
H -6.432 4.110 -3.384
H -6.705 1.482 -0.854
H -4.554 0.255 0.042
H -2.355 1.823 -3.337
H -4.350 3.403 -3.809
H -2.950 -1.896 -2.942
H -3.823 -1.599 -1.389
Se -1.088 -1.261 4.550
P 0.814 -0.338 4.124
C 0.919 1.257 4.999
C 2.160 1.841 5.295
C 2.200 3.003 6.083
C 1.026 3.555 6.570
C -0.218 3.050 6.163
C -0.284 1.901 5.345
C 1.952 -1.442 4.944
C 1.514 -2.035 6.153
C 2.178 -3.164 6.664
C 3.322 -3.644 6.027
C 3.710 -3.076 4.822
C 3.086 -1.946 4.319
C 1.041 -0.533 2.420
C 0.922 0.229 1.190
N 0.658 -0.738 0.212
N 0.654 -1.990 0.846
N 1.001 -1.907 2.104
P 1.741 1.777 0.619
Se 1.003 -0.862 -3.115
C 0.903 3.183 1.226
C -0.432 3.201 1.692
C -1.035 4.420 2.018
C -0.279 5.582 2.079
C 1.095 5.496 1.818
C 1.655 4.375 1.229
C 3.425 1.798 1.280
C 4.306 0.837 0.700
C 5.642 0.804 1.078
C 6.161 1.744 1.946
C 5.320 2.681 2.507
C 3.958 2.699 2.229
H 3.076 1.365 4.891
H 3.153 3.383 6.456
H 1.080 4.427 7.251
H -1.110 3.447 6.628
H -1.224 1.450 5.044
H 0.715 -1.583 6.728
H 1.831 -3.626 7.602
H 3.855 -4.491 6.481
H 4.561 -3.585 4.271
H 3.491 -1.502 3.405
H -1.023 2.299 1.642
H -2.118 4.403 2.216
H -0.808 6.491 2.363
H 1.729 6.345 2.085
H 2.677 4.353 0.808
H 3.945 0.057 0.029
H 6.309 -0.017 0.759
H 7.243 1.783 2.153
H 5.759 3.412 3.187
H 3.237 3.167 2.872
S 2.869 -1.951 -2.373
C 2.176 -3.603 -2.328
C 2.829 -4.644 -2.922
C 2.258 -5.913 -2.763
C 0.910 -6.008 -2.353
C 0.289 -4.952 -1.776
N 0.911 -3.752 -1.824
H 3.731 -4.495 -3.521
H 2.845 -6.768 -3.047
H 0.347 -6.942 -2.404
H -0.626 -5.070 -1.181
F 0.028 0.485 -7.284
C -1.169 0.943 -6.938
F -1.053 1.604 -5.739
F -1.609 1.796 -7.841
S -2.406 -0.495 -6.740
O -2.312 -0.848 -5.337
O -3.660 -0.153 -7.316
N -1.511 -1.477 -7.696
S -1.912 -2.902 -8.320
O -0.766 -3.482 -8.947
O -3.199 -2.875 -8.963
C -2.174 -3.786 -6.691
F -3.358 -3.384 -6.200
F -2.225 -5.105 -6.903
F -1.212 -3.548 -5.762

***

6.
Formula: C3H9NO
Source: the OMol25 dataset
Level of theory: the ωB97M-V functional and the def2-TZVPD basis

Summary:
Structure (SMILES) = C=O.CNC
HOMO energy = -8.90 eV
Energy above the lowest of the compared OMol25 structures with the same formula, charge and spin = 197.28 kJ/mol
Gap between HOMO and LUMO = 9.77 eV
Strongest force on any atom = 0.022 hartree/bohr
LUMO energy = 0.9 eV

Element x y z (Å)
C -0.992 -0.902 2.102
O -2.188 -0.819 2.218
H -0.619 -1.111 1.087
H -0.316 -0.815 2.966
C 2.040 1.001 -1.564
N 1.012 0.368 -0.742
C -0.214 0.077 -1.452
H 2.171 0.418 -2.481
H 1.732 1.991 -1.933
H 2.976 1.003 -1.016
H 0.847 0.949 0.070
H -0.858 0.964 -1.582
H -0.837 -0.656 -0.940
H 0.007 -0.280 -2.455

***

7.
Formula: C2H12N2O3
Source: the OMol25 dataset
Level of theory: the ωB97M-V functional and the def2-TZVPD basis

Summary:
Structure (SMILES) = [H]/N=C/NC.O.O.O
HOMO energy = -8.56 eV
Energy above the lowest of the compared OMol25 structures with the same formula, charge and spin = 127.89 kJ/mol
Gap between HOMO and LUMO = 9.28 eV
Strongest force on any atom = 0.024 hartree/bohr
LUMO energy = 0.7 eV

Element x y z (Å)
H -1.984 -2.912 -0.710
N -1.249 -2.241 -0.550
C -1.327 -1.022 -0.889
N -0.265 -0.196 -0.565
C -0.038 1.034 -1.276
H -2.165 -0.559 -1.435
H -0.019 -0.263 0.434
H 1.040 1.354 -1.298
H -0.159 0.852 -2.330
H -0.682 1.884 -0.992
O -0.977 0.573 6.618
H -0.712 1.485 6.477
H -0.503 0.073 5.955
O 1.685 1.891 -4.295
H 2.500 2.401 -4.453
H 1.891 1.030 -4.669
O 0.950 -1.435 1.495
H 1.595 -1.723 0.841
H 0.420 -2.225 1.640

***

Question: Look up the energy above the lowest of the compared OMol25 structures with the same formula, charge and spin of the third one.
Answer: 43.95 kJ/mol

***

Question: Among the records above, which one has the highest strongest force on any atom?
Answer: C42H33F6MoN6O8P2S4Se2

***

Question: Among the records above, which one has the lowest strongest force on any atom?
Answer: C24H26AuClF2N4O2